A 15-piece molecular cluster, C43H120N4O15 overall. Source: the OMol25 dataset; level of theory: wB97M-V/def2-TZVPD.

Gap between HOMO and LUMO (eV): 9.9
Electronic energy (eV): -83207.928
Strongest force on any atom (eV Å⁻¹): 2.2

Cartesian coordinates (Å):
C 3.59789 1.28359 -6.64211
C 3.20261 -0.14334 -6.17758
C 2.55975 -0.12895 -4.80147
O 3.45001 0.33051 -3.78200
C 2.80789 0.30665 -2.48857
N 2.27225 -0.73467 -7.16620
H 4.40826 1.64618 -5.99685
H 2.83863 2.04969 -6.66486
H 3.93461 1.22779 -7.68909
H 4.08844 -0.75051 -6.10634
H 2.30655 -1.21033 -4.65266
H 1.60416 0.44536 -4.71879
H 1.87537 0.88775 -2.54231
H 3.52085 0.75946 -1.78682
H 2.58353 -0.73008 -2.22075
H 2.14783 -1.73463 -7.00489
H 1.34364 -0.30741 -7.03602
C 2.02070 5.13232 0.08685
C 0.72892 5.69189 0.78373
C -0.29457 6.23943 -0.19833
O -0.97827 5.16818 -0.84378
C -2.35078 5.38354 -0.94784
N 0.24758 4.65662 1.72929
H 2.45940 5.90017 -0.52670
H 1.82896 4.28489 -0.57563
H 2.77159 4.72476 0.77738
H 1.04694 6.48685 1.46514
H 0.15104 6.91523 -0.95160
H -1.02759 6.82257 0.39040
H -2.71543 5.51999 0.06104
H -2.84798 4.49720 -1.31588
H -2.58567 6.27036 -1.51906
H -0.51653 5.05507 2.29670
H -0.16433 3.87619 1.22245
C 5.45390 3.11696 -3.67921
C 5.27080 4.04726 -2.52892
C 5.46373 3.49425 -1.13200
O 4.58426 2.36747 -0.84121
C 4.97933 1.65706 0.33344
N 6.16139 5.24232 -2.76520
H 5.41169 3.74522 -4.55450
H 4.77645 2.30292 -3.82930
H 6.46988 2.65987 -3.60311
H 4.23255 4.36381 -2.64442
H 5.25312 4.27052 -0.38122
H 6.48906 3.18908 -1.02759
H 4.92170 2.33751 1.18426
H 5.97660 1.18944 0.28703
H 4.22729 0.88258 0.48358
H 5.94115 6.01232 -2.13209
H 7.15788 5.04538 -2.57595
C -1.69023 -2.38906 0.56941
C -0.90346 -1.47444 1.47070
C -0.21537 -0.41012 0.61533
O 0.60562 0.45724 1.36286
C 1.48862 1.24022 0.58839
N -1.86134 -0.94883 2.45567
H -2.21408 -3.13991 1.18619
H -1.11087 -2.97632 -0.14694
H -2.50057 -1.82543 0.06229
H -0.15911 -2.07724 2.02391
H -1.01036 0.17089 0.06266
H 0.40868 -0.92142 -0.13821
H 2.13554 1.69870 1.34551
H 1.02149 1.99539 -0.10923
H 2.09700 0.58325 -0.03920
H -2.60427 -0.46936 1.92249
H -1.38823 -0.23422 2.99588
C 1.07101 -3.79965 -1.60683
C 0.94606 -5.08440 -0.87792
C 0.86011 -6.33888 -1.74958
O 2.07553 -5.33390 -0.04178
H 1.99496 -3.76941 -2.19652
H 1.21000 -2.93487 -0.89870
H 0.22165 -3.58266 -2.28789
H 0.04204 -5.03961 -0.24575
H 1.81625 -6.35718 -2.28501
H -0.02266 -6.31953 -2.36439
H 0.85005 -7.09823 -0.97452
H 2.17084 -4.68364 0.68510
C -6.66232 0.56142 -0.04972
C -5.92813 -0.54075 0.77494
C -5.99730 -0.32592 2.24944
O -6.47545 -1.81158 0.36700
H -6.03948 1.44326 -0.09916
H -7.64227 0.78305 0.44144
H -6.82559 0.16652 -1.02015
H -4.92645 -0.57085 0.37390
H -6.98760 -0.11009 2.65549
H -5.43014 0.58078 2.44173
H -5.46375 -1.09945 2.78038
H -7.29524 -1.95367 0.84622
C -1.60099 -0.28933 -3.09206
C -2.77855 0.67243 -2.91591
C -4.06237 -0.06576 -2.56299
O -2.51250 1.53437 -1.83175
H -0.68208 0.27329 -3.33612
H -1.71359 -0.84123 -4.02828
H -1.50274 -0.92859 -2.19738
H -2.89408 1.25055 -3.84077
H -4.76218 0.68790 -2.23705
H -3.92094 -0.73443 -1.71494
H -4.53102 -0.61409 -3.38142
H -1.66222 1.95493 -2.03204
C -4.28906 -3.55190 4.11202
C -3.24295 -3.29127 5.21220
C -3.14830 -4.38857 6.27221
O -1.91852 -3.27343 4.62127
H -4.04847 -4.48678 3.62285
H -4.25506 -2.72842 3.40334
H -5.29219 -3.62188 4.51874
H -3.38774 -2.28584 5.64619
H -4.14717 -4.65537 6.67306
H -2.48255 -4.12903 7.10514
H -2.72141 -5.25679 5.79476
H -1.88964 -2.55482 3.98149
C -0.63392 4.02435 -4.28125
C 0.34507 3.06995 -3.68888
C 1.77867 3.49707 -3.80665
O 0.04948 2.79521 -2.31085
H -1.68339 3.76680 -4.06275
H -0.48793 4.14614 -5.35019
H -0.44811 5.06024 -3.94442
H 0.34711 2.07049 -4.13720
H 2.06069 3.54037 -4.86462
H 2.41620 2.71923 -3.41400
H 2.03299 4.42516 -3.27475
H -0.16234 3.56660 -1.77745
C 2.40873 2.62609 5.71568
C 1.59907 2.68492 4.43175
O 1.94572 3.90593 3.80220
H 3.47048 2.53126 5.54766
H 2.14782 1.81885 6.37816
H 2.25475 3.56138 6.27724
H 0.51307 2.62872 4.63059
H 1.90361 1.84526 3.77957
H 1.37154 4.01470 3.01195
C 2.22476 -1.03705 4.53606
C 1.47508 -2.14410 5.23307
O 1.61085 -3.29004 4.37840
H 1.78672 -0.87772 3.55306
H 3.27593 -1.31091 4.33378
H 2.25278 -0.09416 5.06959
H 0.40157 -1.92556 5.35391
H 1.97856 -2.39230 6.17684
H 1.00088 -4.03646 4.60691
C -2.97608 2.59342 2.92207
C -2.55782 2.45074 1.45901
O -3.38086 1.42718 0.90779
H -2.59509 3.55490 3.30295
H -2.67063 1.74001 3.53970
H -4.06144 2.60220 2.91176
H -1.50292 2.11127 1.36722
H -2.59637 3.47509 0.96932
H -3.23831 1.40718 -0.04941
C 4.30398 -2.40520 0.01495
C 3.93376 -2.29693 1.47205
O 2.75171 -3.09723 1.72933
H 4.91987 -1.52698 -0.18274
H 3.47898 -2.36011 -0.68345
H 4.88124 -3.27937 -0.24314
H 3.72890 -1.29036 1.76904
H 4.75750 -2.64008 2.10670
H 2.36370 -2.93135 2.61417
C -3.57909 -3.96724 -2.89611
C -4.34088 -4.07300 -1.65455
O -5.78446 -3.99954 -1.95307
H -3.84295 -4.77348 -3.58166
H -2.50384 -4.04566 -2.72238
H -3.76725 -2.98023 -3.37357
H -4.05005 -3.27361 -0.96423
H -4.14613 -5.00349 -1.15959
H -6.14435 -3.43320 -1.26646
C -1.23951 -6.15818 2.31670
C 0.02571 -5.64604 3.01250
O -0.20431 -5.09419 4.29831
H -0.97963 -6.51898 1.32831
H -2.00252 -5.37302 2.24823
H -1.65410 -7.00004 2.84909
H 0.39372 -4.85677 2.33742
H 0.78306 -6.42421 3.09841
H -1.04183 -4.58626 4.26350

Atom charges from the Löwdin analysis, given in e for atoms 1 to 8: C -0.049; C -0.412; C -0.219; O -0.198; C -0.082; N 0.028; H 0.062; H 0.057